No. 1
Below is a cluster of 3 separate species, C22H47Cl5FO2P in total, with properties calculated with ωB97M-V with the def2-TZVPD basis set.

XYZ file:
```
78
Properties=species:S:1:pos:R:3:forces:R:3:lowdin_charge:R:1
C 5.075 2.117 1.183 0.23 -0.64 0.38 -0.170
C 5.822 0.681 0.915 1.00 0.31 -0.50 -0.263
C 5.460 -0.031 -0.517 -0.03 -0.53 -0.20 -0.230
C 3.993 0.359 -1.137 0.20 -0.84 -1.20 -0.203
C 3.320 -0.955 -1.895 -0.35 0.62 -0.25 -0.241
C 1.699 -0.982 -1.618 -0.07 -1.19 -0.17 -0.213
C 1.250 -2.233 -0.603 -0.22 1.14 -0.78 -0.200
C -0.126 -2.887 -1.246 0.78 -1.39 0.34 -0.227
C -0.960 -3.729 -0.107 0.40 0.13 0.46 -0.228
C -1.983 -2.791 0.798 0.08 -0.79 -0.31 -0.215
C -3.247 -2.190 -0.056 0.43 0.65 -0.77 -0.222
C -3.794 -0.717 0.518 0.07 -1.79 -0.22 -0.231
C -5.278 -0.508 -0.144 0.81 -1.65 0.97 -0.325
P -6.030 1.232 0.061 0.55 2.21 0.20 0.592
F -4.633 1.885 0.888 -1.43 -1.09 -0.83 -0.314
Cl -7.830 0.589 -0.958 -0.33 -0.59 -0.02 0.251
C -5.780 2.500 -1.397 -0.16 0.61 0.62 -0.248
C -5.103 1.823 -2.729 -0.62 1.12 -1.19 -0.397
C -5.823 2.403 -4.116 -0.12 -0.61 0.07 -0.083
O -3.682 2.261 -2.781 -0.89 -2.70 0.61 -0.115
O -7.022 1.792 1.382 1.83 -2.36 -1.05 -0.372
C -7.096 0.814 2.479 -0.89 0.20 2.08 -0.287
C -5.938 1.038 3.652 -0.35 -0.47 -0.24 -0.103
H 5.514 2.542 2.199 -1.14 -0.89 -2.47 -0.017
H 5.269 2.879 0.286 -0.46 -1.70 2.03 0.097
H 3.912 1.932 1.323 2.48 0.60 -0.32 0.073
H 6.999 0.878 0.903 -2.49 -0.40 0.15 0.108
H 5.641 -0.086 1.788 0.11 1.65 -1.66 0.107
H 6.261 0.196 -1.372 -1.58 -0.29 2.01 0.114
H 5.523 -1.210 -0.348 -0.25 2.54 -0.38 0.080
H 4.159 1.162 -2.004 -0.53 -1.42 2.24 0.122
H 3.203 0.729 -0.355 1.81 -0.57 -1.41 0.091
H 3.865 -1.967 -1.579 -1.85 3.00 -0.56 -0.043
H 3.466 -0.867 -3.074 -0.14 -0.16 2.56 0.101
H 1.265 -0.005 -1.140 1.03 -1.63 -1.14 0.105
H 1.171 -1.169 -2.667 0.96 0.46 2.29 0.105
H 2.154 -2.994 -0.564 -2.14 1.33 0.02 0.099
H 1.064 -1.781 0.485 0.35 -1.16 -2.31 0.115
H -0.772 -2.096 -1.827 1.25 -1.43 1.36 0.096
H 0.237 -3.693 -2.048 -0.80 1.86 1.56 0.122
H -1.486 -4.676 -0.580 0.81 2.08 0.96 0.111
H -0.153 -4.150 0.662 -1.68 0.80 -1.68 0.115
H -1.333 -1.912 1.220 -1.34 -1.59 -0.68 0.108
H -2.354 -3.488 1.693 0.70 1.78 -1.84 0.120
H -2.853 -1.948 -1.155 -0.84 -0.63 2.23 0.103
H -4.129 -2.961 -0.201 1.81 1.48 0.57 0.119
H -3.896 -0.826 1.691 0.36 0.63 -2.43 0.110
H -2.983 0.061 0.182 -1.88 -1.29 0.97 0.119
H -5.225 -0.898 -1.263 -0.46 1.33 2.23 0.099
H -6.003 -1.277 0.412 1.43 1.76 -1.29 0.101
H -5.079 3.330 -0.960 -1.18 -1.64 -1.10 0.107
H -6.851 2.968 -1.577 2.29 -1.12 0.16 0.090
H -5.180 0.657 -2.789 0.07 2.24 0.38 0.125
H -6.939 2.027 -4.162 2.17 0.78 0.24 0.083
H -5.274 1.937 -5.067 -1.06 1.17 2.20 0.095
H -5.823 3.582 -4.167 0.18 -2.47 0.19 0.095
H -3.167 1.430 -2.543 -0.73 1.78 -0.43 0.104
H -7.158 -0.292 2.091 0.33 2.10 0.69 0.108
H -8.134 1.016 3.032 2.18 -0.34 -1.48 0.134
H -6.408 0.632 4.664 1.15 0.68 -2.15 0.084
H -4.969 0.425 3.362 -1.94 1.46 0.80 0.063
H -5.679 2.180 3.828 -0.60 -2.45 -0.68 0.096
Cl 5.012 -3.666 -1.715 0.54 -0.89 -0.13 0.632
C 6.460 -4.044 -2.683 0.37 -0.17 -0.15 -0.623
C 7.097 -2.797 -3.275 0.17 -0.10 0.21 -0.650
Cl 6.080 -2.057 -4.536 -0.03 0.01 0.04 0.548
H 6.170 -4.757 -3.461 -0.01 0.24 0.13 0.071
H 7.167 -4.541 -2.012 -0.07 0.16 -0.10 0.074
H 8.049 -3.055 -3.748 -0.19 -0.06 0.07 0.073
H 7.291 -2.041 -2.508 -0.17 -0.17 -0.14 0.060
Cl 3.438 2.280 5.016 0.05 0.00 -0.04 0.538
C 4.425 3.477 5.893 0.13 0.20 0.16 -0.664
C 4.698 4.718 5.059 -0.17 0.10 0.28 -0.648
Cl 5.785 4.382 3.689 0.01 0.25 0.23 0.585
H 5.353 2.988 6.204 -0.18 0.10 -0.18 0.070
H 3.865 3.749 6.793 0.06 0.03 -0.20 0.071
H 5.189 5.478 5.674 -0.05 -0.19 -0.04 0.071
H 3.773 5.148 4.661 0.20 -0.21 0.04 0.072
```
Forces are in eV/Å.

Results
Multiplicity = 1
Max |F| = 3.6 eV Å⁻¹
E_LUMO = 0.49 eV
Kohn-Sham gap = 10.24 eV

***

No. 2
Below is a structure of composition C22H48Br2Cl3Li2N2NaO7P2, with properties calculated with ωB97M-V with the def2-TZVPD basis set.

XYZ file:
```
89
Properties=species:S:1:pos:R:3:forces:R:3:lowdin_charge:R:1
C -2.554 0.581 -0.396 -0.86 0.46 -0.66 -0.271
P -3.827 -0.659 -0.010 0.40 -0.62 2.20 0.866
O -3.757 -1.741 -1.246 -0.30 0.49 -0.55 -0.303
C -5.392 0.280 -0.248 0.24 -0.35 -1.44 -0.498
C -5.624 1.084 -1.463 0.07 -0.49 0.68 -0.029
N -6.896 1.338 -1.547 0.30 0.56 -0.61 0.051
C -7.643 0.698 -0.461 0.80 -0.53 -1.21 -0.595
Cl -9.240 0.223 -1.218 -0.05 0.13 0.17 0.497
C -6.718 -0.484 -0.195 -0.90 -0.05 1.02 -0.178
H -1.582 0.105 -0.423 0.10 -0.08 0.18 0.024
H -2.766 1.035 -1.361 0.28 0.00 -0.24 -0.027
H -2.639 1.381 0.337 0.19 -0.08 0.30 -0.006
H -3.114 -2.401 -0.957 0.02 -0.18 -0.05 0.020
H -5.468 1.061 0.596 0.83 -0.23 -0.11 -0.105
H -4.910 1.436 -2.208 -0.43 0.04 0.55 0.012
H -7.272 1.903 -2.294 -0.38 0.12 0.17 0.160
H -7.709 1.377 0.384 -0.66 0.01 0.10 0.112
H -6.981 -0.941 0.756 0.38 0.12 0.29 0.128
H -6.845 -1.267 -0.941 0.19 0.14 -0.34 0.121
C -2.325 3.443 -3.557 0.10 0.19 0.30 -0.914
Cl -1.020 3.289 -4.782 -0.16 1.50 0.68 0.234
Cl -3.466 2.105 -3.575 0.35 0.25 -0.74 0.580
H -1.863 3.469 -2.577 0.05 0.01 0.00 0.029
H -2.862 4.363 -3.748 0.00 0.01 -0.12 0.025
O 1.250 -1.470 2.619 -0.13 -0.51 -0.74 0.000
C 0.062 -1.470 2.291 -0.22 2.91 3.82 -0.267
C -0.101 -2.572 0.757 0.20 -2.76 -3.81 -0.271
O -1.289 -2.563 0.416 0.00 0.41 0.54 -0.056
H -0.396 -0.524 1.935 0.32 -0.29 -1.05 0.113
H -0.685 -1.925 2.970 0.17 -1.01 -0.52 0.123
H 0.347 -3.519 1.109 -0.35 0.26 1.07 0.120
H 0.652 -2.118 0.081 -0.19 0.99 0.53 0.115
Li -0.248 5.745 -5.434 0.02 -0.23 0.13 0.380
Li -11.204 -0.146 -0.049 -0.18 -0.01 0.18 0.436
Br -1.603 0.906 -6.162 -0.04 -1.28 -0.54 -0.386
C -8.056 4.464 0.257 0.13 -0.05 -0.04 -0.090
C -8.920 5.187 1.176 -0.13 0.10 0.13 -0.282
N -9.612 5.756 1.894 0.03 -0.07 -0.07 0.128
H -8.596 3.606 -0.145 -0.03 0.02 -0.03 0.054
H -7.765 5.116 -0.566 0.00 0.00 -0.01 0.084
H -7.156 4.117 0.768 0.07 -0.04 0.06 0.011
Na 1.086 2.088 -3.567 -0.07 -0.20 -0.28 0.272
O 5.238 -0.115 6.980 0.10 0.88 2.21 -0.213
P 4.761 -1.432 7.417 -0.90 -2.69 -3.91 0.423
O 5.871 -2.555 7.141 -0.08 0.18 0.56 -0.181
C 7.121 -2.490 7.833 0.29 0.03 0.14 -0.270
C 6.997 -2.804 9.314 -0.17 0.08 0.01 -0.079
O 3.647 -1.887 6.350 -0.16 0.07 0.17 -0.190
C 3.210 -1.014 5.301 0.04 0.14 -0.26 -0.281
C 4.031 -1.191 4.043 0.16 -0.25 -0.07 -0.082
O 4.008 -2.094 8.662 0.79 1.63 1.14 -0.182
C 3.388 -1.233 9.645 -0.17 0.19 0.11 -0.254
C 2.311 -0.354 9.041 0.02 0.00 -0.22 -0.077
H 7.570 -1.504 7.684 -0.05 0.00 -0.04 0.114
H 7.768 -3.223 7.354 -0.09 -0.02 -0.09 0.117
H 6.450 -2.020 9.841 0.04 -0.01 0.01 0.064
H 7.986 -2.882 9.767 0.03 0.00 -0.04 0.078
H 6.460 -3.739 9.465 0.04 -0.04 -0.01 0.083
H 3.226 0.022 5.638 0.15 -0.02 0.09 0.104
H 2.172 -1.272 5.093 0.00 -0.11 0.10 0.103
H 5.100 -1.218 4.260 -0.02 0.19 0.12 0.075
H 3.832 -0.382 3.342 -0.04 -0.01 -0.02 0.074
H 3.777 -2.133 3.559 -0.03 0.02 -0.04 0.070
H 4.156 -0.622 10.127 0.02 -0.03 -0.03 0.114
H 2.966 -1.888 10.403 0.06 -0.15 -0.09 0.118
H 2.732 0.351 8.320 0.04 0.00 0.06 0.071
H 1.811 0.221 9.820 0.01 -0.03 0.03 0.081
H 1.574 -0.959 8.513 -0.04 -0.04 0.07 0.086
C 3.599 -1.510 -10.369 -0.02 0.13 -0.03 -0.112
C 4.098 -0.349 -9.514 0.07 -0.11 -0.02 -0.272
C 4.163 -0.677 -8.023 0.00 0.03 0.06 -0.233
C 2.817 -1.017 -7.379 0.03 0.04 -0.08 -0.224
C 1.743 0.063 -7.508 0.08 -0.17 0.21 -0.282
C 2.118 1.371 -6.826 -0.08 0.13 -0.21 -0.133
H 2.577 -1.791 -10.111 0.00 -0.02 0.01 0.066
H 3.606 -1.239 -11.426 0.00 -0.03 -0.02 0.068
H 4.237 -2.387 -10.244 -0.02 -0.02 0.03 0.074
H 3.466 0.528 -9.681 0.00 0.01 0.03 0.098
H 5.101 -0.071 -9.849 -0.01 0.04 -0.01 0.102
H 4.620 0.166 -7.496 -0.01 0.00 0.01 0.098
H 4.842 -1.523 -7.876 0.02 0.00 -0.02 0.108
H 2.986 -1.225 -6.317 -0.02 -0.01 0.01 0.106
H 2.432 -1.946 -7.807 0.01 -0.01 0.00 0.103
H 0.820 -0.306 -7.059 -0.07 0.07 -0.07 0.028
H 1.515 0.254 -8.559 0.00 0.01 -0.01 0.107
H 2.317 1.207 -5.759 0.10 -0.05 0.01 0.041
H 1.300 2.089 -6.915 -0.04 -0.04 0.04 0.034
H 3.009 1.824 -7.267 0.05 0.01 0.09 0.069
Br -4.825 2.601 1.859 -0.30 0.30 0.02 -0.227
```
Forces are in eV/Å.

Results
Multiplicity = 1
Max |F| = 4.8 eV Å⁻¹
E_LUMO = -2.53 eV
Kohn-Sham gap = 1.14 eV